C38H69FN6O4PS3 | ωB97M-V/def2-TZVPD

Its net charge is +1. As for the spin multiplicity: 1.

The geometry in XYZ format:
```
122
Properties=species:S:1:pos:R:3:forces:R:3
C 1.723 -4.822 0.208 -0.174 0.707 0.832
C 2.215 -3.350 0.009 0.462 -1.372 0.411
O 3.415 -3.410 -0.784 -0.275 0.682 0.042
C 1.145 -2.459 -0.665 0.342 0.007 0.062
C 0.891 -1.059 0.028 1.466 -2.703 0.392
C 2.310 -0.443 0.008 0.232 1.472 -0.836
C 2.634 1.012 0.419 0.573 0.611 1.227
C 4.077 1.077 1.006 0.102 -0.132 -1.877
C 5.079 0.765 -0.175 -0.465 0.120 0.278
N 6.198 1.698 -0.283 -0.072 -0.533 -0.140
C 0.456 -1.454 1.498 -0.678 0.617 1.543
C 1.245 -0.843 2.662 -1.124 0.027 0.645
C 0.724 -1.406 4.011 0.838 0.901 -0.098
N 1.472 -0.677 5.080 -0.768 -0.410 -0.200
O -0.931 -1.155 1.789 0.696 -0.486 -0.887
C -1.668 -1.815 0.797 -0.302 0.876 0.388
C -1.582 -1.023 -0.527 -1.803 -2.906 0.525
C -2.154 -1.976 -1.592 0.238 0.574 -0.918
F -2.566 -0.051 -0.403 0.853 0.600 -0.290
N -0.211 -0.394 -0.786 -0.870 0.933 -0.607
C -0.027 -0.347 -2.286 0.752 0.767 -1.530
C 1.144 0.514 -2.841 0.003 0.646 -0.806
C 0.640 1.707 -3.738 0.364 0.142 0.748
S 1.661 3.171 -3.346 0.027 0.374 -0.137
C 0.562 4.410 -2.726 -0.934 0.109 0.441
S -1.033 4.223 -2.477 0.057 -0.091 -0.098
N 1.135 5.686 -2.371 1.205 -0.922 -0.963
C 1.949 5.560 -1.177 -0.104 -0.014 0.448
C 3.214 4.988 -1.153 0.247 -0.318 -1.112
C 3.939 4.903 0.007 0.790 -0.217 0.511
C 3.439 5.383 1.210 0.217 -0.276 -0.419
C 2.170 5.917 1.188 0.217 0.163 1.194
C 1.444 6.008 0.018 -1.080 0.478 0.528
C 1.807 6.322 -3.474 0.392 0.387 -0.172
C 1.467 6.076 -4.794 -1.034 -0.752 0.070
C 2.121 6.671 -5.848 -0.043 -0.121 -0.665
C 3.160 7.555 -5.631 -0.128 -0.091 -0.270
C 3.478 7.839 -4.318 0.743 0.590 -0.358
C 2.825 7.244 -3.266 0.065 0.163 1.050
P -0.485 1.435 -0.421 -0.090 2.548 1.805
S -0.827 1.990 1.379 -0.138 -0.325 -0.098
H 2.529 -5.511 -0.050 -0.301 0.060 -0.252
H 1.532 -4.968 1.283 -0.075 -0.054 -0.284
H 0.775 -5.031 -0.299 0.392 -0.189 -0.207
H 2.523 -3.018 1.009 -0.364 0.290 -0.242
H 4.156 -3.218 -0.198 0.022 -0.091 -0.243
H 1.553 -2.329 -1.678 -0.410 0.007 0.126
H 0.230 -3.058 -0.680 0.059 0.347 -0.232
H 2.985 -1.031 0.634 -0.663 -0.322 -0.029
H 2.720 -0.589 -1.003 -0.124 -0.049 0.251
H 2.647 1.746 -0.403 -0.191 -0.377 -0.020
H 1.985 1.448 1.189 -0.231 -0.397 -0.278
H 4.211 0.366 1.829 -0.041 0.365 0.067
H 4.294 2.114 1.285 -0.199 -0.308 0.404
H 4.515 0.852 -1.117 0.151 -0.071 0.181
H 5.406 -0.287 -0.139 0.182 0.317 0.128
H 6.006 2.381 -1.001 0.174 0.168 0.239
H 6.432 2.142 0.594 0.016 0.033 -0.110
H 0.472 -2.546 1.661 0.515 0.148 -0.677
H 1.018 0.231 2.703 0.455 -0.136 -0.267
H 2.319 -1.047 2.661 -0.159 0.200 -0.304
H 0.974 -2.475 4.025 -0.356 0.123 0.368
H -0.336 -1.185 4.170 -0.005 -0.611 -0.536
H 1.205 0.299 4.940 0.301 -0.026 0.117
H 0.974 -0.912 5.941 0.421 0.019 0.102
H -1.419 -2.883 0.679 0.319 0.309 -0.036
H -2.725 -1.788 1.089 0.213 0.124 -0.172
H -1.435 -2.642 -2.076 -0.041 0.082 0.291
H -2.629 -1.381 -2.381 0.070 -0.231 0.114
H -2.946 -2.588 -1.152 0.185 0.234 0.110
H -0.933 0.128 -2.682 -0.008 -0.321 0.332
H 0.055 -1.302 -2.802 -0.244 -0.255 0.874
H 1.787 -0.076 -3.505 -0.166 -0.240 0.462
H 1.807 0.966 -2.103 -0.219 -0.430 0.119
H -0.398 1.994 -3.527 0.164 -0.079 -0.218
H 0.795 1.503 -4.801 -0.233 0.022 0.203
H 3.675 4.614 -2.066 -0.173 0.161 0.078
H 4.934 4.460 -0.014 -0.166 0.094 -0.082
H 4.049 5.319 2.106 -0.257 0.080 -0.030
H 1.767 6.272 2.136 -0.179 0.046 -0.343
H 0.451 6.448 0.103 0.141 -0.100 -0.417
H 0.653 5.386 -5.020 0.146 0.164 0.030
H 1.807 6.401 -6.855 0.112 0.157 0.166
H 3.693 8.001 -6.466 -0.072 -0.015 0.215
H 4.289 8.542 -4.135 -0.192 -0.112 0.190
H 3.126 7.517 -2.257 -0.092 -0.116 -0.164
H -1.440 1.902 -1.352 0.255 -0.900 -0.139
H 0.663 2.158 -0.816 -0.043 -0.933 -0.517
C -6.501 -4.899 -5.252 -0.031 -0.125 -0.164
C -5.937 -3.485 -5.353 -0.094 -0.183 0.361
C -4.461 -3.377 -4.938 0.007 0.255 -0.251
O -4.231 -3.422 -3.535 0.180 -0.183 -0.082
C -4.234 -4.727 -2.979 -0.089 0.196 0.201
N -6.791 -2.579 -4.577 0.312 0.147 -0.035
H -6.729 -5.184 -4.225 0.040 0.061 0.020
H -7.432 -4.972 -5.814 0.005 0.052 0.037
H -5.805 -5.632 -5.664 -0.006 0.001 0.014
H -5.996 -3.187 -6.403 0.089 0.067 0.022
H -4.093 -2.399 -5.260 -0.013 0.024 0.086
H -3.845 -4.127 -5.450 -0.068 -0.107 0.061
H -3.818 -5.466 -3.668 -0.055 0.001 -0.035
H -5.242 -5.017 -2.679 0.027 -0.169 -0.066
H -3.617 -4.707 -2.078 0.037 0.016 -0.037
H -6.485 -1.622 -4.730 -0.150 0.015 -0.095
H -6.598 -2.742 -3.592 -0.146 -0.078 -0.008
C -3.906 -3.513 8.142 -0.052 -0.203 0.047
C -3.186 -3.100 6.862 -0.111 0.241 0.271
C -1.746 -2.616 7.090 0.075 -0.084 -0.229
O -1.636 -1.310 7.627 0.125 -0.166 0.031
C -1.818 -1.221 9.031 -0.034 0.274 -0.061
N -3.995 -2.092 6.168 0.248 -0.005 -0.142
H -4.244 -2.655 8.724 0.059 0.046 -0.041
H -4.792 -4.101 7.901 0.007 0.052 -0.034
H -3.262 -4.125 8.777 -0.001 0.022 0.004
H -3.128 -3.987 6.223 0.080 0.045 -0.047
H -1.251 -2.569 6.114 -0.019 0.062 -0.004
H -1.174 -3.331 7.696 -0.088 0.000 0.102
H -1.427 -2.100 9.550 -0.053 -0.044 -0.030
H -2.873 -1.078 9.275 0.008 -0.122 0.125
H -1.277 -0.341 9.380 0.042 -0.022 -0.060
H -3.574 -1.895 5.264 -0.093 -0.055 -0.039
H -3.898 -1.217 6.678 -0.122 -0.038 0.045
```
Forces are in eV/Å.

Mulliken atomic charge list, values in e, 99 entries:
1. C -1.519
2. C -0.105
3. O -0.627
4. C -1.353
5. C 1.129
6. C -1.639
7. C -0.919
8. C -0.745
9. C -0.577
10. N -0.616
11. C -0.758
12. C -0.700
13. C -0.976
14. N -0.691
15. O -0.554
16. C -1.611
17. C 2.086
18. C -2.164
19. F -0.446
20. N 1.599
21. C -1.654
22. C -0.011
23. C -1.161
24. S 0.057
25. C 0.073
26. S -0.140
27. N 0.146
28. C -0.943
29. C 0.494
30. C -0.983
31. C -0.537
32. C -0.649
33. C -0.049
34. C 0.953
35. C -0.287
36. C -0.762
37. C -0.503
38. C -0.734
39. C -0.336
40. P 0.597
41. S -0.353
42. H 0.448
43. H 0.302
44. H 0.295
45. H 0.526
46. H 0.389
47. H 0.551
48. H 0.136
49. H 1.282
50. H 1.025
51. H 0.379
52. H 0.172
53. H 0.424
54. H 0.529
55. H 0.134
56. H 0.232
57. H 0.271
58. H 0.304
59. H 0.376
60. H 0.479
61. H -0.061
62. H 0.385
63. H 0.511
64. H 0.287
65. H 0.355
66. H 0.376
67. H 0.758
68. H 0.335
69. H 0.341
70. H 0.472
71. H 1.099
72. H 0.439
73. H 0.756
74. H -0.664
75. H 0.522
76. H 0.458
77. H 0.614
78. H 0.386
79. H 0.470
80. H 0.409
81. H 0.482
82. H 0.379
83. H 0.371
84. H 0.403
85. H 0.368
86. H 0.403
87. H 0.250
88. H -0.294
89. C -1.379
90. C 0.329
91. C -0.849
92. O -0.110
93. C -0.740
94. N -0.719
95. H 0.292
96. H 0.344
97. H 0.346
98. H 0.421
99. H 0.320

C38H70BBr2ClF5N3O9 | ωB97M-V/def2-TZVPD

As for the spin multiplicity: 1.

The geometry in XYZ format:
```
129
Properties=species:S:1:pos:R:3:forces:R:3
C -4.557 -4.145 -7.188 -0.022 0.677 0.327
C -5.049 -2.655 -6.621 -0.768 -2.001 0.745
C -4.691 -2.642 -5.021 -0.101 1.949 0.763
C -3.166 -2.040 -4.687 -1.533 -1.744 -1.699
O -3.080 -1.923 -3.236 1.125 2.988 -0.755
C -2.284 -0.777 -2.774 0.005 -3.023 1.125
Cl -2.997 0.892 -3.236 0.460 -1.683 0.415
O -0.908 -0.997 -3.276 -1.678 2.763 -0.953
C -0.500 -0.017 -4.285 2.059 -0.323 -1.026
C 0.966 -0.571 -4.873 -1.379 -1.306 -0.791
F 1.349 -1.889 -4.259 -0.708 4.334 -1.921
F 0.795 -0.870 -6.343 0.753 0.866 4.125
C 2.170 0.536 -4.757 2.479 -0.753 -1.019
F 2.284 1.206 -3.441 -1.045 -1.502 -3.885
F 2.114 1.488 -5.918 -0.357 -2.303 3.917
C -2.151 -0.982 -1.117 0.691 2.078 -0.241
C -3.361 -0.396 -0.234 -0.548 0.538 0.926
C -4.882 -0.534 -0.768 -1.829 0.216 0.174
C -5.892 -1.429 0.210 0.186 0.477 -0.944
C -7.470 -1.051 -0.134 0.163 -1.043 0.049
N -7.875 0.343 0.293 0.775 -2.015 2.129
C -7.708 0.578 1.778 1.239 5.211 0.389
N -7.561 1.907 2.186 -0.820 -5.264 -1.902
N -7.634 -0.486 2.853 0.105 0.866 -2.411
O -1.702 -2.344 -0.885 -2.462 0.146 1.005
C -2.687 -3.266 -0.355 -0.197 -2.094 -0.044
C -2.582 -3.519 1.295 4.225 -0.475 1.385
Br -4.176 -3.470 2.538 1.504 -0.039 -1.681
C -1.270 -3.837 1.922 -3.047 0.887 -2.038
C 0.171 -3.993 1.165 -0.018 -1.122 0.963
Br -1.226 -4.143 3.939 0.273 0.320 -2.413
C -2.318 -4.764 -1.011 -0.972 0.365 -1.582
F -1.258 -4.540 -2.062 -1.962 -0.906 2.466
C -3.642 -5.318 -1.865 0.910 0.569 -1.016
C -3.503 -6.879 -2.346 0.465 0.673 0.505
B -0.823 -0.031 -0.707 1.739 1.085 0.289
O -0.781 1.443 -0.909 0.595 -2.671 -1.311
C 0.548 -0.675 0.012 0.111 0.770 0.000
C 1.459 -1.577 -1.006 0.437 0.916 -0.344
H -5.370 -4.612 -7.900 1.912 1.017 1.190
H -4.456 -4.870 -6.254 -0.061 1.497 -2.097
H -3.513 -3.976 -7.699 -2.109 -0.818 0.847
H -4.613 -1.760 -7.237 -0.796 -1.743 1.346
H -6.232 -2.675 -6.702 2.511 0.403 0.138
H -4.856 -3.673 -4.475 0.408 1.979 -1.393
H -5.431 -1.876 -4.485 1.538 -1.562 -1.054
H -3.084 -1.048 -5.297 0.016 -1.652 1.476
H -2.409 -2.846 -5.087 -1.093 1.798 0.905
H -0.239 1.060 -3.846 -0.946 -2.334 -0.835
H -1.193 0.035 -5.240 1.358 -0.036 2.195
H 3.189 -0.067 -4.909 -2.249 1.628 0.452
H -3.153 0.769 -0.066 -0.352 -2.557 -0.535
H -3.332 -0.851 0.870 0.212 0.785 -2.433
H -5.038 -0.948 -1.847 0.772 0.782 1.860
H -5.366 0.558 -0.767 1.149 -2.291 -0.055
H -5.797 -2.592 0.022 0.047 2.362 0.467
H -5.576 -1.167 1.309 -0.993 -0.697 -2.143
H -8.136 -1.863 0.431 1.269 1.925 -1.196
H -7.725 -1.197 -1.289 0.787 0.412 2.470
H -7.438 1.092 -0.291 -0.502 -0.950 1.140
H -7.626 2.548 1.347 0.183 -1.117 0.934
H -6.640 -0.646 3.162 -1.594 0.336 -0.604
H -8.093 -1.381 2.566 0.852 1.159 0.205
H -3.805 -3.092 -0.707 2.478 0.200 1.002
H 0.934 -3.225 1.613 -1.587 -1.398 -0.969
H 0.145 -3.955 -0.001 -0.346 0.276 2.314
H 0.582 -5.078 1.448 -0.930 2.327 -0.478
H -1.968 -5.523 -0.191 -0.285 1.490 -1.851
H -4.641 -5.071 -1.307 1.939 -0.715 -0.795
H -3.651 -4.663 -2.859 0.069 -1.156 2.234
H -3.472 -7.535 -1.365 -0.196 1.019 -2.248
H -2.488 -7.010 -2.948 -2.179 0.290 1.379
H -4.389 -7.146 -3.065 1.666 0.351 1.602
H 0.059 1.677 -1.414 -1.337 -0.455 1.446
H 1.242 0.230 0.365 -1.493 -1.924 -0.720
H 0.206 -1.212 0.993 0.730 0.641 -1.831
H 0.934 -2.526 -1.445 1.004 1.830 1.028
H 2.490 -1.784 -0.480 -2.106 0.109 -1.082
H 1.716 -0.873 -1.936 -0.521 -1.575 2.003
C 6.043 -1.458 0.521 -0.415 -0.263 0.050
C 5.415 -0.092 0.603 -1.508 0.238 0.160
O 4.198 0.047 0.705 1.435 -0.185 -0.140
C 6.336 1.098 0.556 -0.308 0.323 0.052
H 5.258 -2.220 0.566 0.150 0.188 -0.015
H 6.579 -1.564 -0.426 0.161 0.019 0.153
H 6.723 -1.605 1.363 0.125 0.061 -0.175
H 6.886 1.106 -0.388 0.143 -0.062 0.133
H 7.030 1.065 1.400 0.109 -0.085 -0.142
H 5.745 2.018 0.625 0.087 -0.221 -0.026
C 6.322 2.196 5.426 -0.259 -0.440 -0.087
C 7.520 1.895 4.566 0.187 -1.103 -0.676
O 7.582 0.865 3.896 -0.105 1.106 0.685
C 8.638 2.902 4.557 0.290 -0.185 -0.300
H 5.595 1.382 5.334 0.165 0.171 -0.020
H 6.627 2.275 6.473 0.025 0.212 -0.097
H 5.851 3.125 5.095 0.101 0.048 0.181
H 9.046 3.013 5.565 -0.203 0.154 -0.140
H 8.270 3.862 4.187 0.002 0.031 0.173
H 9.436 2.553 3.892 -0.199 0.047 0.105
C -3.047 3.851 -0.626 -0.404 -0.163 0.053
C -3.674 5.218 -0.544 -1.561 0.316 0.084
O -4.892 5.356 -0.442 1.402 -0.240 -0.128
C -2.753 6.407 -0.591 -0.445 0.214 0.137
H -3.831 3.089 -0.581 0.130 0.157 -0.023
H -2.510 3.745 -1.573 0.183 -0.034 0.193
H -2.366 3.704 0.216 0.154 0.003 -0.224
H -2.204 6.415 -1.535 0.187 -0.063 0.159
H -2.059 6.374 0.253 0.095 -0.030 -0.300
H -3.344 7.327 -0.522 0.093 -0.227 -0.031
C 9.669 -0.209 8.313 -0.373 0.018 -0.391
C 9.869 1.283 8.274 -0.720 0.791 -0.914
O 9.249 1.990 7.481 0.712 -0.878 1.058
C 10.856 1.876 9.243 -0.075 0.503 -0.177
H 8.928 -0.495 7.559 0.171 0.083 0.156
H 10.611 -0.716 8.089 -0.039 -0.023 0.224
H 9.300 -0.508 9.297 0.225 -0.063 -0.011
H 11.850 1.462 9.061 -0.080 -0.099 0.196
H 10.540 1.669 10.269 0.180 -0.139 -0.049
H 10.896 2.961 9.101 -0.024 -0.252 0.019
C 1.814 5.591 0.653 -0.448 -0.255 0.029
C 1.187 6.957 0.735 -1.573 0.169 0.139
O -0.031 7.095 0.837 1.675 -0.139 -0.065
C 2.108 8.147 0.688 -0.376 0.365 0.033
H 1.029 4.828 0.698 0.164 0.177 -0.001
H 2.350 5.485 -0.294 0.169 0.019 0.160
H 2.495 5.443 1.495 0.127 0.017 -0.190
H 2.657 8.155 -0.256 0.154 -0.061 0.162
H 2.802 8.113 1.532 0.120 -0.054 -0.188
H 1.516 9.066 0.757 0.116 -0.230 -0.014
```
Forces are in eV/Å.

Mulliken atomic charge list, values in e, 99 entries:
1. C -0.784
2. C -0.479
3. C -0.361
4. C -0.316
5. O 0.188
6. C -0.289
7. Cl -0.158
8. O 0.275
9. C -0.341
10. C 0.973
11. F -0.223
12. F -0.349
13. C -0.009
14. F -0.200
15. F -0.295
16. C 0.454
17. C -0.789
18. C 0.307
19. C 0.725
20. C -0.949
21. N -0.319
22. C 0.369
23. N -0.649
24. N -0.541
25. O 0.322
26. C 0.910
27. C -0.371
28. Br -0.102
29. C -0.060
30. C -0.650
31. Br -0.205
32. C 0.204
33. F -0.319
34. C -0.043
35. C -1.103
36. B -0.480
37. O -0.313
38. C -0.339
39. C 0.051
40. H 0.309
41. H 0.180
42. H 0.220
43. H 0.279
44. H 0.289
45. H 0.234
46. H 0.098
47. H 0.275
48. H 0.118
49. H 0.225
50. H 0.130
51. H 0.283
52. H -0.025
53. H 0.351
54. H -0.260
55. H -0.141
56. H -0.121
57. H -0.041
58. H 0.268
59. H 0.283
60. H 0.342
61. H 0.245
62. H 0.288
63. H 0.324
64. H -0.443
65. H 0.347
66. H -0.006
67. H 0.418
68. H 0.360
69. H 0.315
70. H -0.259
71. H 0.298
72. H 0.240
73. H 0.362
74. H 0.184
75. H 0.112
76. H 0.207
77. H 0.111
78. H 0.006
79. H -0.127
80. C -1.083
81. C 0.867
82. O -0.523
83. C -0.937
84. H 0.251
85. H 0.341
86. H 0.310
87. H 0.367
88. H 0.188
89. H 0.223
90. C -1.107
91. C 1.020
92. O -0.613
93. C -1.061
94. H 0.293
95. H 0.292
96. H 0.334
97. H 0.270
98. H 0.349
99. H 0.272

We obtain orbital gap values of 0.2732; 0.3211 Eh for the records listed above, in that order.